Computed, not measured: a cluster of 4 separate species, C2H12N2O3 in total, with wB97M-V/def2-TZVPD.

Calculated values
2S+1: 1
Highest occupied orbital energy, eV: -8.7
Total charge: 0
Structure (SMILES): C/N=C\N.O.O.O

Cartesian coordinates (Å):
O  1.354  -1.979  -1.999
O  0.431  1.655  -2.115
O  -1.010  2.675  0.334
N  1.030  -0.013  0.796
N  -0.765  -1.242  1.735
C  -1.414  -1.246  0.443
C  0.302  -0.553  1.833
H  2.012  0.202  0.874
H  0.810  -0.382  2.772
H  -1.380  2.236  1.109
H  0.623  2.301  -2.812
H  -0.197  2.214  -1.629
H  -1.433  3.540  0.342
H  0.471  -2.218  -1.697
H  -1.222  -2.208  -0.026
H  -2.482  -1.235  0.617
H  -1.181  -0.417  -0.225
H  0.733  -0.134  -0.157
H  1.888  -2.170  -1.216

***

Computed, not measured: a structure of composition C42H42ClN15OV, with wB97M-V/def2-TZVPD.

Calculated values
2S+1: 4
Highest occupied orbital energy (alpha / beta), eV: -12.2 / -13.0
Total charge: +2

Cartesian coordinates (Å):
V  0.166  0.351  -0.209
Cl  3.319  7.435  -2.874
O  3.428  3.604  1.856
N  3.129  0.539  2.821
N  -1.729  3.530  1.995
N  2.456  1.663  3.019
N  -3.802  -4.152  4.298
N  -2.892  4.915  3.351
N  1.613  1.254  -1.254
N  -3.770  4.403  1.272
N  1.495  0.704  1.331
N  -0.853  -0.810  1.326
N  4.109  2.231  -1.971
N  -3.466  -2.200  -1.545
N  -0.854  1.971  0.361
N  3.717  -6.395  -4.657
N  -1.331  -0.446  -1.261
N  1.007  -1.089  -1.034
C  -2.237  -2.654  -1.410
C  -1.369  2.743  1.070
C  2.767  5.183  3.583
C  3.518  -4.069  -4.270
C  -1.144  -1.793  -1.331
C  3.531  3.874  3.247
C  0.828  -3.240  -2.035
C  3.048  -6.651  -3.553
C  1.703  6.112  -1.152
C  -2.131  -0.565  1.614
C  2.903  -2.027  -2.125
C  2.663  0.423  -1.477
C  -2.919  -1.401  2.378
C  3.065  3.032  -1.829
C  -2.794  4.275  2.185
C  -0.308  -1.912  1.847
C  -2.356  -2.572  2.890
C  2.779  -4.320  -3.114
C  1.638  5.527  2.599
C  2.078  6.020  1.240
C  2.537  -0.025  1.802
C  3.921  0.941  -1.788
C  2.189  -3.206  -2.363
C  2.828  2.667  3.964
C  0.263  -2.144  -1.402
C  -3.631  -0.888  -1.628
C  5.039  3.939  3.674
C  2.828  6.912  -1.303
C  3.954  -5.152  -5.019
C  -3.142  -3.456  3.676
C  5.765  5.105  2.986
C  3.173  6.863  1.069
C  5.168  4.117  5.189
C  1.483  1.766  2.121
C  1.820  2.553  -1.429
C  2.266  -0.973  -1.487
C  -2.573  -0.006  -1.444
C  1.344  5.672  0.110
C  2.544  -5.643  -2.743
C  3.555  7.297  -0.187
C  -1.007  -2.817  2.626
C  5.754  2.652  3.247
H  5.481  6.067  3.402
H  -3.666  3.986  0.363
H  5.293  1.755  3.650
H  3.221  4.081  -2.033
H  0.740  -2.088  1.634
H  2.875  -0.952  1.378
H  4.787  0.303  -1.887
H  4.500  -5.013  -5.941
H  3.923  -1.939  -2.464
H  6.780  2.684  3.601
H  3.487  2.193  4.687
H  -3.710  5.449  3.591
H  -2.109  -3.726  -1.345
H  -3.947  -1.149  2.575
H  -0.526  -3.695  3.027
H  -2.183  4.784  4.054
H  1.115  5.849  -2.018
H  1.030  6.315  3.056
H  0.217  -4.072  -2.340
H  4.410  7.943  -0.299
H  -4.534  5.047  1.400
H  0.991  4.657  2.455
H  4.567  4.947  5.551
H  -4.640  -0.547  -1.814
H  3.464  6.014  3.612
H  4.878  3.225  5.736
H  0.798  2.587  2.064
H  -2.728  1.066  -1.444
H  3.804  4.366  1.396
H  2.342  5.099  4.583
H  0.982  3.217  -1.255
H  1.925  3.003  4.475
H  3.699  -3.058  -4.601
H  -2.551  0.348  1.215
H  5.771  2.566  2.164
H  3.741  7.206  1.920
H  0.461  5.056  0.224
H  6.832  4.986  3.149
H  5.601  5.113  1.910
H  2.898  -7.694  -3.312
H  1.997  -5.882  -1.844
H  6.204  4.325  5.439

***

Computed, not measured: the molecule C13H13N3O2, with wB97M-V/def2-TZVPD.

Calculated values
2S+1: 1
Highest occupied orbital energy, eV: -9.0
Total charge: 0
Structure (SMILES): CC1=C(N2CC2)C(=O)c2nc3n(c2C1=O)CCC3

Cartesian coordinates (Å):
O  -0.846  1.468  -1.976
O  0.951  -0.705  2.375
N  -0.320  -2.283  0.443
N  1.131  2.279  2.152
N  -1.161  -1.377  -1.374
C  -0.020  1.989  0.143
C  -0.875  -2.546  -0.681
C  0.520  -0.116  1.475
C  0.557  1.365  1.228
C  2.356  1.938  2.878
C  -0.699  -3.145  -2.825
C  -0.595  -0.304  -0.612
C  0.923  2.135  3.515
C  -0.902  -3.750  -1.500
C  -0.141  -0.921  0.477
C  -0.532  1.073  -0.904
C  -1.214  -1.697  -2.834
C  -0.146  3.467  -0.015
H  0.457  -3.184  -2.950
H  -0.854  3.954  0.629
H  2.636  0.972  3.304
H  -1.836  -4.292  -1.361
H  -0.465  3.549  -1.049
H  -0.570  -1.126  -3.510
H  0.839  3.027  4.151
H  0.324  1.278  3.891
H  -0.019  -4.316  -1.231
H  -2.326  -1.663  -3.219
H  0.811  3.966  -0.096
H  -1.057  -3.687  -3.697
H  3.072  2.653  3.174

***

Computed, not measured: a cluster of 5 separate species, C42H87N6O2 in total, with wB97M-V/def2-TZVPD.

Calculated values
2S+1: 2
Highest occupied orbital energy (alpha / beta), eV: -8.2 / -8.2
Total charge: 0

Cartesian coordinates (Å):
O  5.735  1.696  7.663
O  13.069  1.483  6.777
N  -6.897  1.063  -6.930
N  12.525  1.230  5.611
N  -2.904  -1.217  0.614
N  4.544  2.964  5.960
N  -3.602  4.140  -1.894
N  -6.663  -6.576  -2.450
C  12.399  2.380  3.265
C  -2.219  -2.492  0.806
C  -3.388  2.697  -1.924
C  8.248  2.522  6.150
C  -8.054  -6.633  -0.305
C  -3.636  -1.066  -0.641
C  2.913  0.821  6.021
C  -4.510  4.659  -2.913
C  2.727  2.684  4.140
C  12.108  2.459  4.872
C  11.097  -0.516  4.289
C  -4.782  1.432  -8.319
C  6.914  1.871  5.515
C  -4.780  -6.484  -0.724
C  -7.882  -8.556  -3.369
C  10.622  2.982  5.174
C  -7.957  0.803  -7.901
C  3.447  2.142  5.422
C  5.654  2.155  6.497
C  -1.179  -2.904  -0.234
C  -0.988  0.381  0.068
C  10.085  0.702  6.356
C  -5.562  0.152  -5.023
C  11.466  0.187  5.681
C  -5.370  -6.025  -2.057
C  -7.617  -0.076  -9.103
C  9.505  1.844  5.372
C  -4.662  -2.163  -0.892
C  -2.138  -0.032  0.983
C  -2.537  2.132  -3.057
C  1.733  0.050  5.327
C  -2.613  6.373  -1.354
C  1.567  1.935  3.453
C  -3.970  4.819  -4.332
C  -2.375  4.903  -1.680
C  -6.444  -0.136  -6.232
C  -7.811  -6.070  -1.703
C  1.036  0.575  4.039
C  -6.634  -8.017  -2.681
C  -5.851  1.979  -7.376
C  12.010  -0.999  6.659
C  13.102  3.647  5.395
H  -2.835  0.812  1.050
H  -4.184  -0.117  -0.614
H  -7.745  -4.977  -1.635
H  -5.426  -4.931  -2.059
H  -5.240  -1.932  -1.791
H  -1.664  6.856  -1.107
H  -4.647  -6.268  -2.845
H  -0.961  -3.972  -0.133
H  -5.348  2.384  -6.490
H  -8.714  -6.242  -2.300
H  10.297  3.592  4.245
H  11.634  -0.817  7.727
H  -4.404  0.455  -8.007
H  10.612  3.657  6.100
H  13.222  3.125  2.945
H  9.339  -0.170  6.433
H  1.332  -0.951  5.732
H  13.138  -1.132  6.582
H  -2.268  1.095  -2.834
H  4.219  3.671  6.638
H  -9.074  -6.395  0.016
H  3.391  0.405  6.966
H  -8.075  -8.029  -4.307
H  -0.657  1.392  0.326
H  10.742  0.207  3.473
H  12.897  4.536  4.682
H  -2.958  -1.011  -1.503
H  10.251  1.156  7.391
H  -4.358  2.187  -1.923
H  -0.122  -0.274  0.188
H  11.487  -1.963  6.301
H  14.200  3.347  5.308
H  6.681  2.428  4.539
H  -7.748  -9.616  -3.602
H  -4.815  -7.568  -0.602
H  -6.060  0.828  -4.323
H  -3.924  3.865  -4.859
H  -0.235  -2.376  -0.095
H  11.990  -1.153  3.957
H  -7.951  -7.721  -0.264
H  -3.083  2.119  -4.002
H  -7.094  -0.991  -8.817
H  -7.012  0.460  -9.836
H  -4.604  0.590  -5.312
H  8.276  2.288  7.271
H  -1.751  -0.152  2.002
H  -2.974  -3.284  0.864
H  8.291  3.671  6.027
H  11.450  2.558  2.647
H  -6.314  2.857  -7.841
H  -1.521  -2.741  -1.259
H  1.126  2.405  2.512
H  -3.042  6.915  -2.200
H  -3.280  6.484  -0.495
H  -1.276  0.395  -0.985
H  -7.322  -0.680  -5.864
H  10.225  -1.229  4.494
H  -6.474  -8.575  -1.749
H  -5.147  1.352  -9.343
H  3.075  3.671  3.683
H  -8.767  -8.473  -2.734
H  -3.729  -6.185  -0.663
H  0.199  0.036  3.492
H  -4.882  5.634  -2.579
H  -7.382  -6.194  0.433
H  -4.190  -3.136  -1.051
H  -5.409  4.032  -2.948
H  12.825  4.020  6.439
H  12.841  1.333  3.065
H  -5.363  -2.248  -0.057
H  -8.793  0.336  -7.368
H  -8.538  -0.375  -9.612
H  -1.748  -2.504  1.797
H  9.103  1.422  4.385
H  -4.638  5.467  -4.909
H  -1.839  4.471  -0.828
H  -2.921  2.406  -0.975
H  -1.605  2.685  -3.197
H  -5.346  -0.779  -4.492
H  7.071  0.761  5.308
H  -2.978  5.278  -4.356
H  -5.785  -8.249  -3.334
H  -5.911  -0.822  -6.904
H  -1.699  4.837  -2.543
H  -5.289  -6.019  0.123
H  -3.926  2.115  -8.340
H  -8.356  1.757  -8.263

***

Computed, not measured: a structure of composition C23H11F3N4S4Zn, with wB97M-V/def2-TZVPD.

Calculated values
2S+1: 1
Highest occupied orbital energy, eV: -1.5
Total charge: -2

Cartesian coordinates (Å):
Zn  -0.213  -1.082  -0.765
S  0.391  3.900  -0.633
S  -2.857  -2.741  0.293
S  0.256  -3.004  -2.259
S  2.110  -1.270  0.122
F  -3.568  -4.282  2.871
F  -3.967  -3.064  4.581
F  -4.888  -2.588  2.714
N  -1.008  -1.221  1.330
N  5.137  -3.097  -0.586
N  1.042  1.454  -1.208
N  2.987  -5.069  -3.278
C  1.928  -3.230  -1.860
C  -3.903  0.892  -1.768
C  2.216  2.122  -1.086
C  3.180  4.318  -0.654
C  -1.570  0.351  -1.330
C  -0.421  -0.570  2.308
C  2.075  3.496  -0.774
C  3.489  1.587  -1.261
C  -3.664  2.243  -1.561
C  2.541  -4.236  -2.615
C  4.017  -2.866  -0.745
C  0.007  2.179  -1.027
C  2.668  -2.546  -0.916
C  -2.875  -0.024  -1.633
C  -0.844  -0.608  3.626
C  -1.932  -1.421  3.930
C  -3.715  -3.000  3.237
C  -2.385  2.663  -1.272
C  4.588  2.412  -1.134
C  -2.557  -2.116  2.923
C  -2.101  -1.990  1.571
C  -1.345  1.732  -1.187
C  4.434  3.765  -0.845
H  -3.089  -1.074  -1.766
H  -2.280  -1.518  4.951
H  0.453  0.008  2.030
H  -0.333  -0.045  4.391
H  -4.472  2.959  -1.639
H  3.070  5.369  -0.425
H  -2.168  3.714  -1.119
H  5.306  4.402  -0.768
H  3.582  0.535  -1.477
H  -4.902  0.555  -2.018
H  5.580  2.003  -1.268

***

Computed, not measured: a cluster of 9 separate species, C30H42F6O24S3 in total, with wB97M-V/def2-TZVPD.

Calculated values
2S+1: 1
Highest occupied orbital energy, eV: -10.5
Total charge: 0
Structure (SMILES): O=C1OC[C@@H](F)O1.O=C1OC[C@@H](F)O1.O=C1OC[C@@H](F)O1.O=C1OC[C@@H](F)O1.O=C1OC[C@@H](F)O1.O=C1OC[C@@H](F)O1.O=S1(=O)CCCC1.O=S1(=O)CCCC1.O=S1(=O)CCCC1

Cartesian coordinates (Å):
S  2.448  -1.116  -3.466
S  4.050  0.950  -0.179
S  -2.092  0.040  5.902
F  -3.818  2.561  0.529
F  -1.071  2.102  1.372
F  3.919  -3.384  2.141
F  0.747  3.584  -3.714
F  -2.935  0.006  -4.853
F  3.791  1.371  3.528
O  -0.666  -0.005  1.913
O  3.825  2.216  0.477
O  -6.818  1.965  1.839
O  -5.102  0.435  -2.771
O  3.828  -1.355  -3.130
O  -0.873  3.530  -2.096
O  2.217  4.922  2.439
O  3.336  3.515  3.823
O  -6.942  3.498  3.487
O  1.865  0.192  -3.201
O  -0.178  -0.815  -0.079
O  -0.871  0.405  5.185
O  -2.516  0.666  7.138
O  -2.759  4.697  -2.322
O  -5.018  3.169  2.342
O  2.000  -6.182  -0.450
O  2.933  0.114  -0.596
O  3.506  -4.861  0.519
O  1.546  -3.995  -0.067
O  1.341  2.983  3.015
O  -3.580  -1.188  -3.103
O  -2.241  3.014  -3.754
O  -3.803  -0.226  -1.080
O  -0.513  -2.234  1.644
C  5.304  0.075  0.757
C  -5.764  1.361  1.125
C  -4.167  -0.341  -2.198
C  0.858  -2.146  -5.383
C  2.227  -1.460  -5.216
C  6.164  0.060  -1.550
C  5.053  1.148  -1.681
C  3.679  -3.486  0.798
C  -2.278  -1.742  5.851
C  -3.976  -0.764  -4.360
C  -2.021  3.829  -2.663
C  -2.530  -1.982  4.371
C  1.285  -2.375  -2.878
C  -3.401  0.340  4.721
C  3.075  2.237  4.343
C  -0.481  -1.130  1.204
C  -6.337  2.920  2.660
C  -0.053  2.774  -2.977
C  -4.531  2.065  1.582
C  2.317  -2.897  0.468
C  -0.202  0.637  -0.276
C  2.312  3.901  3.032
C  1.600  1.951  3.963
C  -5.205  0.086  -4.140
C  0.437  -2.833  -4.068
C  -1.161  2.076  -3.756
C  2.337  -5.101  -0.124
C  6.036  -0.800  -0.287
C  -0.192  1.107  1.180
C  -3.616  -0.976  3.926
H  0.818  1.386  1.461
H  4.562  -3.146  0.260
H  4.834  -0.374  1.632
H  5.562  -1.726  -0.602
H  -5.834  1.490  0.044
H  -1.652  -1.804  3.747
H  0.610  1.982  -2.629
H  1.439  0.933  3.631
H  5.635  2.030  -1.380
H  0.171  -1.360  -5.719
H  -3.181  -1.974  6.417
H  -1.380  -2.126  6.331
H  -0.597  -2.598  -3.811
H  -3.836  1.452  2.162
H  -4.245  0.700  5.301
H  -6.046  -0.479  -4.552
H  2.993  -2.229  -5.391
H  -5.148  0.920  -4.842
H  -3.808  -0.948  2.854
H  2.275  -1.988  -0.123
H  -2.814  -2.981  4.039
H  4.459  1.516  -2.511
H  0.708  0.968  -0.764
H  -2.999  1.074  4.025
H  -1.132  0.792  -0.816
H  1.867  -2.568  1.405
H  -1.420  1.117  -3.311
H  -4.567  -1.384  4.294
H  -0.877  1.900  -4.793
H  -5.676  0.285  1.282
H  1.786  -3.233  -2.426
H  -4.159  -1.596  -5.035
H  2.593  -0.754  -5.959
H  1.000  2.269  4.819
H  5.995  0.834  1.122
H  7.170  0.466  -1.671
H  0.483  -3.919  -4.113
H  0.788  -2.748  -6.289
H  0.864  -1.936  -1.971
H  7.015  -1.044  0.120
H  3.307  2.187  5.404
H  6.108  -0.493  -2.492

***

DFT total energy (computed, hartree): -418.60516; -3926.09405; -817.79998; -2131.14524; -4773.94015; -4767.85140